DFT (ωB97M-V/def2-TZVPD) results for a structure of composition C6H4Cl4F36N2O8P4S4V2.

Geometry as XYZ:
```
70
Properties=species:S:1:pos:R:3:mulliken_charge:R:1
V 1.775 0.140 1.605 1.138
V -1.306 -2.613 -1.834 1.363
P -0.187 -2.920 -5.365 1.154
F -0.390 -2.707 -3.801 -0.387
F -1.517 -2.013 -5.736 -0.337
F 0.780 -1.661 -5.573 -0.323
F -0.094 -3.207 -6.965 -0.369
F 1.164 -3.832 -5.199 -0.355
F -1.177 -4.254 -5.259 -0.389
P -0.871 2.088 1.825 1.383
F -1.154 3.424 0.978 -0.422
F -2.403 2.177 2.406 -0.339
F -1.474 1.352 0.525 -0.315
F -0.508 0.671 2.500 -0.401
F 0.548 1.842 1.047 -0.530
F -0.376 2.947 3.067 -0.313
P -2.134 0.743 -2.501 1.111
F -2.704 2.004 -3.299 -0.433
F -1.388 0.370 -3.826 -0.295
F -0.877 1.646 -1.951 -0.342
F -1.412 -0.537 -1.726 0.105
F -3.122 1.175 -1.278 -0.254
F -3.344 -0.236 -2.983 -0.415
P 0.703 -2.348 0.542 1.476
F 0.636 -2.642 -1.026 -0.292
F -0.815 -2.805 0.624 -0.415
F 1.216 -3.828 0.792 -0.290
F 0.749 -1.838 2.085 -0.352
F 2.136 -1.681 0.428 -0.180
F 0.214 -0.849 0.213 -0.127
C -4.181 -1.324 1.866 0.680
F -4.507 -2.624 1.862 -0.222
F -4.218 -0.823 3.060 -0.176
F -2.938 -1.132 1.266 -0.320
S -5.496 -0.403 0.864 0.772
O -5.371 -0.906 -0.501 -0.580
O -6.840 -0.579 1.496 -0.567
N -4.872 1.290 0.874 -0.159
S -5.907 2.058 1.846 0.890
O -6.320 1.381 3.069 -0.611
O -5.278 3.413 1.991 -0.696
C -7.409 2.339 0.731 0.660
F -7.145 2.108 -0.548 -0.214
F -8.317 1.446 1.077 -0.225
F -7.911 3.576 0.958 -0.247
C 5.706 0.128 0.713 0.613
F 6.032 1.280 0.062 -0.190
F 5.012 -0.703 -0.082 -0.122
F 6.900 -0.384 1.071 -0.227
S 4.734 0.465 2.304 0.989
O 3.939 -0.733 2.581 -0.615
O 5.638 1.013 3.331 -0.495
N 3.386 1.432 1.747 -0.435
S 3.928 2.951 1.770 0.838
O 5.406 3.095 1.670 -0.574
O 3.168 3.742 0.788 -0.598
C 3.399 3.569 3.510 0.591
F 2.132 3.167 3.710 -0.167
F 4.287 3.055 4.446 -0.217
F 3.506 4.872 3.478 -0.190
C 2.789 0.783 -3.321 -0.481
Cl 4.142 2.016 -3.324 -0.199
Cl 2.413 0.312 -1.645 0.073
H 1.868 1.213 -3.717 0.308
H 3.196 0.055 -4.022 0.301
C 4.441 -4.287 1.026 -0.064
Cl 4.044 -3.810 -0.663 -0.128
Cl 5.561 -5.707 1.156 -0.201
H 4.861 -3.439 1.567 0.121
H 3.552 -4.506 1.619 0.231
```

* frontier orbital gap (spin up / spin down): 5.53 / 5.76 eV
* 2S+1: 7
* <S²>: 12.005
* HOMO level (spin up / spin down): -4.6060 / -4.6060 eV
* net charge: -2

---

DFT (ωB97M-V/def2-TZVPD) results for a cluster of 2 separate species, CINOS in total.

Geometry as XYZ:
```
5
Properties=species:S:1:pos:R:3:mulliken_charge:R:1
C -0.065 -0.461 0.036 0.579
N -0.616 -1.383 -0.436 -0.419
O 0.523 0.398 0.619 -0.541
S 0.599 2.636 -0.580 0.066
I -0.307 4.009 1.026 0.315
```

* frontier orbital gap (spin up / spin down): 5.40 / 5.36 eV
* HOMO level (spin up / spin down): -9.6373 / -9.6182 eV
* ΔE to the lowest compared entry with this formula, charge and spin: 40.6 kcal per mole

---

DFT (ωB97M-V/def2-TZVPD) results for a cluster of 11 separate species, C22H44Cl22 in total.

Geometry as XYZ:
```
88
Properties=species:S:1:pos:R:3:mulliken_charge:R:1
Cl 6.960 4.482 -2.137 -0.212
C 5.731 3.473 -1.279 -0.368
C 4.403 3.216 -2.027 0.244
Cl 4.714 2.234 -3.446 -0.169
H 5.517 3.993 -0.345 0.223
H 6.242 2.526 -1.103 0.265
H 4.031 4.168 -2.407 0.404
H 3.744 2.713 -1.320 -0.380
Cl 0.373 -4.030 0.062 -0.161
C 0.230 -4.971 1.554 -0.376
C 1.567 -5.511 2.080 -0.308
Cl 2.442 -6.610 0.971 -0.190
H -0.515 -5.731 1.320 0.465
H -0.169 -4.265 2.282 0.091
H 1.332 -6.128 2.948 0.407
H 2.255 -4.715 2.364 0.087
Cl 1.384 0.962 -0.997 0.054
C 0.576 -0.504 -0.384 0.048
C -0.745 -0.713 -1.130 0.149
Cl -2.011 0.389 -0.400 -0.056
H 0.393 -0.334 0.677 -0.356
H 1.339 -1.268 -0.538 0.184
H -1.117 -1.730 -1.007 -0.062
H -0.746 -0.427 -2.181 -0.001
Cl -4.393 -1.989 -1.562 -0.133
C -4.650 -2.648 0.113 -0.513
C -3.782 -3.902 0.280 -0.097
Cl -4.253 -4.757 1.781 -0.197
H -5.688 -2.970 0.028 0.407
H -4.527 -1.870 0.868 0.217
H -2.718 -3.692 0.170 -0.128
H -3.973 -4.583 -0.548 0.459
Cl -1.066 1.926 -3.750 -0.053
C -0.062 3.232 -3.213 -0.316
C -0.833 4.126 -2.201 -0.116
Cl 0.247 5.392 -1.568 -0.214
H 0.305 3.868 -4.018 0.432
H 0.885 2.816 -2.868 -0.148
H -1.181 3.479 -1.396 0.014
H -1.687 4.553 -2.726 0.413
Cl -7.503 0.717 -0.577 -0.168
C -6.422 1.820 0.160 -0.440
C -5.137 2.088 -0.650 0.292
Cl -5.472 2.938 -2.133 -0.201
H -6.163 1.385 1.126 0.210
H -6.893 2.772 0.406 0.376
H -4.685 1.123 -0.883 -0.286
H -4.384 2.630 -0.077 0.220
Cl 4.232 -3.969 -1.641 -0.193
C 5.102 -3.396 -0.182 -0.436
C 4.622 -2.031 0.279 0.095
Cl 4.828 -0.666 -0.871 -0.112
H 6.132 -3.330 -0.531 0.386
H 4.892 -4.092 0.630 0.277
H 5.142 -1.676 1.170 0.255
H 3.585 -2.208 0.566 -0.267
Cl -3.882 0.454 4.631 -0.185
C -2.152 0.193 4.772 -0.451
C -1.605 -0.302 3.458 0.465
Cl -2.348 -1.856 3.025 -0.077
H -1.918 -0.537 5.547 0.341
H -1.727 1.141 5.101 0.344
H -0.541 -0.469 3.629 -0.380
H -1.615 0.367 2.598 -0.082
Cl 3.845 3.103 1.912 -0.169
C 2.549 3.888 0.974 0.335
C 1.332 4.114 1.824 -0.747
Cl 0.477 2.530 2.196 -0.027
H 2.396 3.239 0.112 -0.460
H 2.787 4.894 0.629 0.419
H 0.655 4.683 1.187 0.230
H 1.498 4.730 2.708 0.396
Cl 2.131 -1.717 2.540 -0.003
C 2.585 -0.462 3.773 -0.410
C 4.062 -0.247 4.005 -0.393
Cl 4.396 1.089 5.088 -0.176
H 2.179 -0.838 4.712 0.361
H 1.990 0.435 3.599 0.144
H 4.474 0.056 3.042 0.095
H 4.581 -1.151 4.323 0.369
Cl -5.216 0.133 -6.808 -0.207
C -4.014 -1.013 -6.149 -0.559
C -3.142 -0.463 -5.040 -0.318
Cl -1.785 -1.485 -4.525 -0.162
H -3.377 -1.181 -7.018 0.289
H -4.540 -1.950 -5.964 0.367
H -3.775 -0.156 -4.207 0.285
H -2.729 0.473 -5.414 0.346
```

* frontier orbital gap: 10.68 eV
* SMILES: ClCCCl.ClCCCl.ClCCCl.ClCCCl.ClCCCl.ClCCCl.ClCCCl.ClCCCl.ClCCCl.ClCCCl.ClCCCl
* HOMO level: -10.5855 eV
* ΔE to the lowest compared entry with this formula, charge and spin: 30.7 kcal per mole

---

DFT (ωB97M-V/def2-TZVPD) results for the molecule C3H2ClNOS.

Geometry as XYZ:
```
9
Properties=species:S:1:pos:R:3:mulliken_charge:R:1
S 1.813 -1.529 -0.003 -0.187
C 0.550 -0.314 0.001 0.236
O 0.939 0.989 -0.004 -0.340
C -0.213 1.686 0.002 0.098
N -1.285 0.964 -0.004 -0.502
C -0.800 -0.326 -0.001 0.384
Cl -1.828 -1.691 -0.003 -0.193
H 0.948 -2.546 0.019 0.120
H -0.124 2.767 -0.007 0.383
```

* frontier orbital gap: 9.32 eV
* SMILES: Sc1ocnc1Cl
* HOMO level: -8.7151 eV
* ΔE to the lowest compared entry with this formula, charge and spin: 2.7 kcal per mole

---

DFT (ωB97M-V/def2-TZVPD) results for a cluster of 3 separate species, C5H11NO in total.

Geometry as XYZ:
```
18
Properties=species:S:1:pos:R:3:mulliken_charge:R:1
C 0.815 0.745 2.018 -0.743
C 0.549 -0.694 2.134 -0.537
C -1.095 -0.834 0.728 -0.773
N -1.254 -0.098 -0.459 -0.213
C 0.042 -0.352 -1.582 0.658
O 0.675 -1.352 -1.436 -0.428
C -0.207 0.256 -2.942 -0.969
H 1.360 1.267 2.811 0.291
H 1.273 0.986 1.080 0.241
H -0.513 1.932 1.405 0.042
H 1.324 -1.287 1.619 0.215
H 0.469 -1.049 3.184 0.355
H -0.811 -1.832 0.455 0.331
H -1.943 -0.778 1.413 0.406
H -1.943 0.683 -0.465 0.258
H 0.682 0.752 -3.323 0.296
H -1.044 0.942 -2.842 0.297
H -0.427 -0.570 -3.641 0.274
```

* frontier orbital gap (spin up / spin down): 8.06 / 8.06 eV
* HOMO level (spin up / spin down): -7.7757 / -7.7775 eV
* ΔE to the lowest compared entry with this formula, charge and spin: 165.8 kcal per mole

---

DFT (ωB97M-V/def2-TZVPD) results for a cluster of 2 separate species, C4H14N3O in total.

Geometry as XYZ:
```
22
Properties=species:S:1:pos:R:3:mulliken_charge:R:1
C 2.000 -0.577 0.192 0.025
C 1.323 -1.358 -0.730 -0.324
N -0.083 -1.557 -0.537 -0.538
N 3.345 -0.499 0.227 -0.279
H 1.438 -0.041 0.967 0.417
H 1.781 -1.865 -1.576 0.330
H -0.522 -2.068 -1.308 0.310
H -0.211 -2.155 0.282 0.344
H -0.700 -0.115 -0.441 0.270
H 3.784 -0.838 -0.633 0.319
H 3.750 0.397 0.490 0.336
C -1.802 1.329 -1.596 -0.900
N -1.129 0.910 -0.347 0.046
C -1.961 0.930 0.891 -0.499
O -1.163 0.632 2.004 -0.501
H -2.402 0.499 -1.980 0.365
H -1.071 1.647 -2.345 0.370
H -2.458 2.191 -1.414 0.363
H -0.362 1.561 -0.168 0.403
H -2.293 1.961 1.059 0.424
H -2.741 0.171 0.797 0.380
H -1.117 -0.317 2.160 0.338
```

* frontier orbital gap (spin up / spin down): 10.85 / 7.88 eV
* 2S+1: 2
* <S²>: 0.763
* HOMO level (spin up / spin down): -18.7013 / -19.2105 eV
* ΔE to the lowest compared entry with this formula, charge and spin: 21.4 kcal per mole
* net charge: +2

---

DFT (ωB97M-V/def2-TZVPD) results for a structure of composition C18H20F3N2OReS.

Geometry as XYZ:
```
46
Properties=species:S:1:pos:R:3:mulliken_charge:R:1
Re 0.330 -1.662 0.114 1.130
N -0.483 -1.413 2.192 -0.545
C -1.793 -2.113 2.328 -0.499
C -1.773 -3.352 1.437 -0.652
N -1.477 -2.900 0.061 -0.524
H 0.183 -1.889 2.813 0.336
H -0.583 -0.467 2.576 0.336
H -2.587 -1.435 2.010 0.351
H -1.975 -2.391 3.369 0.427
H -2.730 -3.877 1.492 0.442
H -0.995 -4.051 1.760 0.327
H -2.298 -2.402 -0.305 0.336
H -1.350 -3.707 -0.561 0.349
F -3.289 7.027 -1.661 -0.243
C -3.552 5.964 -2.402 0.745
F -4.874 5.806 -2.468 -0.212
F -3.097 6.175 -3.635 -0.216
C -2.921 4.689 -1.829 0.389
C -3.043 3.510 -2.568 -0.906
C -2.445 2.357 -2.122 -0.464
C -1.721 2.358 -0.899 0.516
C -1.641 3.557 -0.148 -0.669
C -2.243 4.706 -0.608 -0.559
C -1.115 1.169 -0.506 2.381
C -0.604 0.081 -0.217 -2.070
H -3.604 3.501 -3.494 0.450
H -2.528 1.439 -2.684 0.461
H -1.110 3.571 0.792 0.462
H -2.181 5.622 -0.037 0.530
C 3.762 -2.967 -2.175 -0.963
S 2.609 -3.408 -0.874 0.523
O 1.282 -2.738 -1.290 -0.619
C 3.080 -2.202 0.421 0.457
C 2.645 -0.867 0.233 -0.414
C 2.971 0.077 1.224 -0.407
C 3.660 -0.310 2.364 -0.658
C 4.055 -1.634 2.531 -0.525
C 3.745 -2.594 1.565 -0.663
H 3.793 -1.897 -2.346 0.348
H 3.441 -3.479 -3.080 0.421
H 4.741 -3.341 -1.887 0.433
H 2.423 -0.491 -0.773 0.659
H 2.710 1.110 1.064 0.532
H 3.922 0.421 3.114 0.486
H 4.609 -1.930 3.411 0.477
H 4.049 -3.623 1.700 0.502
```

* frontier orbital gap (spin up / spin down): 5.12 / 5.70 eV
* 2S+1: 2
* <S²>: 1.098
* HOMO level (spin up / spin down): -17.7005 / -17.9623 eV
* ΔE to the lowest compared entry with this formula, charge and spin: 24.3 kcal per mole
* net charge: +3

---

DFT (ωB97M-V/def2-TZVPD) results for the molecule C3H5FO.

Geometry as XYZ:
```
10
Properties=species:S:1:pos:R:3:mulliken_charge:R:1
C -0.615 1.101 -0.010 -1.066
C -0.645 -0.345 0.033 0.524
O -1.596 -1.077 -0.166 -0.528
C 0.811 -1.056 0.054 -0.123
F 1.702 -0.005 -0.161 -0.297
H 0.311 1.334 0.225 0.410
H -1.290 1.649 0.676 0.319
H -0.635 1.596 -1.006 0.298
H 0.990 -1.737 -0.756 0.267
H 0.967 -1.460 1.111 0.196
```

* frontier orbital gap: 10.76 eV
* SMILES: CC(=O)CF
* HOMO level: -9.8775 eV
* ΔE to the lowest compared entry with this formula, charge and spin: 17.3 kcal per mole